[1]
A structure of composition C29H43N4O3S2Si2TeTi. Source: the Open Molecules 2025 dataset; level of theory: wB97M-V/def2-TZVPD.

Last column: Löwdin charge in e.
CARTESIAN COORDINATES (ANGSTROEM)
Ti1 0.11 -0.84 -0.18  0.980
C1 3.68 -3.25 -0.09  0.019
C2 3.81 -3.56 1.25  0.036
C3 2.88 -3.07 2.16  0.051
C4 1.86 -2.25 1.72  -0.167
N1 1.76 -1.94 0.40  -0.009
C5 2.64 -2.44 -0.49  -0.067
C6 0.74 -1.78 2.56  -0.186
C7 0.71 -1.90 3.94  0.043
C8 -0.46 -1.59 4.61  0.030
C9 -1.57 -1.18 3.89  0.012
C10 -1.45 -1.01 2.53  -0.104
N2 -0.31 -1.27 1.87  -0.023
H1 4.37 -3.64 -0.83  0.138
H2 4.61 -4.20 1.59  0.142
H3 2.96 -3.34 3.21  0.132
H4 2.50 -2.16 -1.52  0.133
H5 1.58 -2.26 4.48  0.132
H6 -0.51 -1.70 5.69  0.141
H7 -2.52 -0.98 4.38  0.138
H8 -2.28 -0.67 1.93  0.106
O1 0.00 -3.65 -4.59  0.099
C11 -0.32 -4.47 -3.58  -0.238
C12 -0.47 -5.83 -3.88  0.026
C13 -0.77 -6.73 -2.88  -0.015
C14 -0.95 -6.31 -1.55  -0.050
C15 -0.84 -4.98 -1.25  -0.017
C16 -0.52 -4.04 -2.25  -0.091
C17 -0.44 -2.65 -1.89  -0.337
O2 -0.82 -2.29 -0.63  -0.147
N3 0.07 -1.74 -2.68  0.020
N4 0.19 -0.43 -2.15  -0.220
C18 0.27 0.47 -3.13  -0.893
S1 0.80 2.07 -2.86  0.974
C19 0.37 2.67 -4.52  -0.437
C20 0.61 1.53 -5.49  -0.442
S2 -0.06 0.02 -4.74  1.099
H9 0.23 -2.78 -4.24  0.047
H10 -0.32 -6.14 -4.90  0.138
H11 -0.87 -7.77 -3.13  0.128
H12 -1.18 -7.04 -0.78  0.118
H13 -1.00 -4.64 -0.24  0.115
H14 1.01 3.53 -4.73  0.105
H15 -0.67 2.99 -4.51  0.097
H16 1.67 1.36 -5.68  0.100
H17 0.10 1.68 -6.43  0.106
C21 -3.97 3.98 3.22  -0.160
Si1 -2.73 3.89 1.85  0.403
C22 -3.46 4.19 0.17  -0.171
C23 -1.25 4.97 2.15  -0.174
C24 -2.14 2.06 1.83  -0.505
Te1 -0.53 1.79 0.47  1.428
C25 1.06 2.09 1.84  -0.492
Si2 2.69 2.51 0.95  0.408
C26 2.44 4.04 -0.07  -0.173
C27 2.98 0.99 -0.14  -0.171
C28 4.04 2.68 2.18  -0.157
H18 -4.40 4.99 3.26  0.056
H19 -3.50 3.79 4.18  0.047
H20 -4.79 3.28 3.08  0.047
H21 -3.71 5.25 0.04  0.053
H22 -4.38 3.62 0.03  0.046
H23 -2.76 3.93 -0.63  0.015
H24 -1.56 6.02 2.09  0.056
H25 -0.46 4.84 1.40  0.015
H26 -0.82 4.81 3.14  0.047
H27 -2.96 1.43 1.48  0.016
H28 -1.78 1.70 2.79  0.020
H29 1.14 1.19 2.46  0.014
H30 0.72 2.91 2.49  0.023
H31 1.45 4.10 -0.52  0.000
H32 3.18 4.08 -0.88  0.050
H33 2.58 4.93 0.54  0.055
H34 2.02 0.59 -0.53  -0.059
H35 3.47 0.20 0.43  0.040
H36 3.58 1.21 -1.02  0.059
H37 3.88 3.55 2.82  0.054
H38 5.00 2.81 1.68  0.056
H39 4.12 1.80 2.83  0.043
C29 -3.60 -0.96 -0.85  -0.075
O3 -2.50 -0.04 -1.00  -0.249
H40 -4.48 -0.45 -0.47  0.098
H41 -3.29 -1.73 -0.14  0.076
H42 -3.83 -1.44 -1.80  0.102
H43 -2.73 0.57 -1.71  0.096

Results
Charge: +3
Highest occupied orbital energy in eV: -15.448
LUMO energy in eV: -10.11
M in g/mol: 791.46
Orbital gap in eV: 5.33


[2]
The ion C2H7N2O with charge +1 in a non-equilibrium geometry. Source: the Open Molecules 2025 dataset; level of theory: wB97M-V/def2-TZVPD.

Last column: Löwdin charge in e.
CARTESIAN COORDINATES (ANGSTROEM)
C1 -0.17 -2.22 -0.38  -0.023
O1 0.53 -1.04 0.09  -0.152
N1 -0.09 0.10 -0.08  -0.005
C2 0.68 1.33 0.24  0.042
N2 -0.04 2.40 0.39  0.188
H1 -0.69 -2.13 -1.44  0.145
H2 -0.81 -2.59 0.37  0.074
H3 0.64 -2.95 -0.44  0.100
H4 -1.07 0.25 0.16  0.159
H5 1.76 1.30 0.33  0.164
H6 0.28 3.36 0.52  0.161
H7 -1.03 2.20 0.23  0.148

Results
Charge: +1
Highest occupied orbital energy in eV: -14.024
SMILES: CO/[NH+]=C/N
LUMO energy in eV: -4.66
M in g/mol: 75.09
Orbital gap in eV: 9.36


[3]
A cluster of 3 separate species, C8H14FO5S in total in a non-equilibrium geometry. Source: the Open Molecules 2025 dataset; level of theory: wB97M-V/def2-TZVPD.

Last column: Löwdin charge in e.
CARTESIAN COORDINATES (ANGSTROEM)
F1 2.18 2.29 -0.21  -0.797
C1 3.57 -2.12 -1.30  -0.039
C2 2.59 -1.10 -0.70  -0.281
C3 1.29 -0.80 -1.47  -0.108
O1 0.45 -1.78 -1.01  0.086
C4 0.89 -2.12 0.17  -0.578
O2 0.21 -2.76 1.00  0.072
O3 2.15 -1.79 0.45  0.099
H1 4.43 -2.52 -0.80  0.065
H2 4.11 -1.69 -2.11  0.063
H3 3.04 -3.06 -1.58  0.097
H4 3.20 -0.15 -0.44  0.169
H5 1.53 -0.69 -2.53  0.143
H6 0.86 0.10 -1.11  0.103
C5 -2.14 1.88 -0.30  -0.198
C6 -2.54 0.39 -0.21  -0.158
C7 -2.62 0.12 1.37  -0.186
S1 -1.45 1.23 2.16  0.655
O4 -0.44 0.40 2.65  -0.291
O5 -2.21 2.01 3.16  -0.359
C8 -1.10 2.23 0.77  -0.221
H7 -3.06 2.46 -0.25  0.096
H8 -1.65 2.40 -1.19  0.135
H9 -1.98 -0.16 -0.79  0.017
H10 -3.65 0.17 -0.60  0.144
H11 -2.67 -0.86 1.70  0.071
H12 -3.57 0.63 1.58  0.090
H13 -0.14 2.12 0.43  0.041
H14 -1.26 3.16 1.17  0.072

Results
Charge: -1
Highest occupied orbital energy in eV: -4.535
LUMO energy in eV: 3.09
M in g/mol: 241.26
Orbital gap in eV: 7.62